Record 1
68
Properties=species:S:1:pos:R:3 method="wB97M-V/def2-TZVPD" lumo_ev=-1.797 homo_ev=-5.22
Au 1.726 -2.436 -1.032
F 1.952 3.657 0.234
C 0.813 2.933 0.078
C 0.907 1.678 -0.471
C -0.230 0.906 -0.688
C -0.138 -0.344 -1.423
O 0.938 -0.685 -1.983
C -1.360 -1.100 -1.532
C -2.516 -0.592 -1.073
N -2.615 0.636 -0.444
C -3.898 1.103 -0.009
C -4.182 1.237 1.463
C -4.842 0.157 0.663
C -1.483 1.397 -0.257
C -1.544 2.661 0.329
C -0.412 3.463 0.466
N -0.610 4.778 0.996
C 0.545 5.559 1.421
C 0.004 6.801 2.167
N -1.402 6.482 2.547
C -2.280 6.485 1.343
C -1.551 5.632 0.280
C -1.338 -2.495 -2.170
O -2.203 -2.710 -3.037
O -0.434 -3.261 -1.769
H 1.873 1.290 -0.767
H -3.442 -1.134 -1.195
H -4.336 1.850 -0.667
H -4.776 2.074 1.804
H -3.393 0.939 2.140
H -5.895 0.244 0.438
H -4.508 -0.856 0.827
H -2.487 3.049 0.686
H 1.181 5.881 0.590
H 1.148 4.948 2.091
H 0.003 7.688 1.536
H 0.589 7.011 3.060
H -1.764 7.077 3.289
H -1.369 5.493 2.835
H -2.447 7.504 1.001
H -3.238 6.046 1.619
H -1.038 6.276 -0.446
H -2.259 5.015 -0.265
S 3.194 -2.994 -3.112
C 1.933 -3.600 -4.045
N 0.976 -2.718 -4.500
C 0.017 -3.094 -5.357
C -0.023 -4.391 -5.792
C 0.918 -5.265 -5.237
N 1.885 -4.881 -4.437
H 0.943 -1.827 -4.009
H -0.667 -2.339 -5.706
H -0.775 -4.718 -6.489
H 0.896 -6.324 -5.470
Cl 5.490 -7.001 5.283
C 4.642 -6.052 4.099
C 3.836 -5.007 4.518
C 3.202 -4.218 3.571
C 3.362 -4.487 2.218
C 4.150 -5.563 1.816
C 4.794 -6.351 2.755
C 2.700 -3.659 1.154
O 2.255 -2.517 1.401
O 2.636 -4.173 0.002
H 3.714 -4.820 5.576
H 2.578 -3.388 3.872
H 4.244 -5.761 0.758
H 5.409 -7.188 2.453

---

Record 2
12
Properties=species:S:1:pos:R:3 method="wB97M-V/def2-TZVPD" lumo_ev=-0.641 smiles="O=C1C=CCSN1Br" homo_ev=-9.04
O -0.403 2.359 -0.817
C 0.093 1.322 -0.418
C 0.140 0.831 0.945
C -0.122 -0.408 1.298
C -0.342 -1.412 0.198
S 1.090 -1.208 -0.917
N 0.566 0.365 -1.317
Br 0.229 0.852 -3.232
H 0.310 1.803 1.508
H -0.311 -0.601 2.365
H -0.028 -2.300 0.764
H -1.222 -1.603 -0.377

---

Record 3
145
Properties=species:S:1:pos:R:3 method="wB97M-V/def2-TZVPD" lumo_ev="-2.909 / -6.800" multiplicity=2 homo_ev="-9.99 / -9.99"
C -3.324 0.505 6.047
C -2.496 0.010 4.857
N -2.549 -1.426 4.738
C -3.425 -2.092 3.911
C -3.256 -3.429 4.193
N -2.378 -3.552 5.307
C -1.830 -2.331 5.499
C -1.954 -4.811 5.902
H -2.940 1.488 6.321
H -3.303 -0.165 6.906
H -4.341 0.666 5.690
H -1.485 0.417 4.850
H -2.869 0.435 3.925
H -4.117 -1.605 3.240
H -3.746 -4.317 3.823
H -1.098 -2.172 6.276
H -0.948 -5.081 5.581
H -2.541 -5.656 5.543
H -2.026 -4.784 6.989
C 3.847 5.522 2.868
C 3.316 5.353 1.444
N 2.469 6.488 1.114
C 1.324 6.824 1.792
C 0.707 7.966 1.260
N 1.508 8.331 0.231
C 2.607 7.492 0.154
C 1.281 9.402 -0.755
H 3.056 5.341 3.597
H 4.469 6.403 3.024
H 4.513 4.686 3.081
H 2.661 4.485 1.519
H 3.871 5.062 0.553
H 0.909 5.994 2.345
H -0.243 8.439 1.460
H 3.421 7.444 -0.555
H 0.769 10.279 -0.358
H 0.582 8.861 -1.392
H 2.087 9.612 -1.459
C 0.675 2.063 2.672
C 0.671 0.695 2.144
N 1.737 0.380 1.249
C 3.091 0.169 1.468
C 3.671 -0.038 0.265
N 2.737 0.063 -0.731
C 1.523 0.143 -0.101
C 3.054 0.051 -2.160
H 1.668 2.476 2.852
H 0.170 2.372 3.587
H 0.293 2.649 1.837
H -0.269 0.390 1.683
H 0.870 0.108 3.041
H 3.697 0.281 2.355
H 4.663 -0.248 -0.108
H 0.525 0.117 -0.512
H 2.222 -0.208 -2.816
H 4.003 -0.452 -2.345
H 3.138 1.118 -2.365
C -3.446 0.252 -0.999
C -2.218 -0.689 -0.998
C -1.604 -0.788 -2.343
C -2.399 -1.579 -3.448
P -1.984 -3.410 -3.574
C -0.181 -3.789 -3.375
C 0.135 -5.330 -3.589
C 1.551 -5.676 -3.107
C 2.628 -4.684 -3.398
C -2.986 -4.133 -2.148
C -4.565 -4.010 -2.195
C -5.454 -4.630 -1.041
C -4.946 -4.186 0.331
C -2.583 -4.295 -5.134
C -1.638 -4.112 -6.348
C -1.773 -5.453 -7.180
C -0.700 -5.463 -8.289
H -3.154 1.292 -1.143
H -4.140 0.177 -0.162
H -3.945 0.189 -1.966
H -2.533 -1.684 -0.684
H -1.488 -0.289 -0.294
H -0.641 -1.297 -2.320
H -1.482 0.180 -2.829
H -2.205 -1.076 -4.395
H -3.452 -1.651 -3.177
H 0.137 -3.398 -2.409
H 0.364 -3.178 -4.095
H 0.102 -5.531 -4.660
H -0.487 -6.058 -3.068
H 1.747 -6.648 -3.561
H 1.679 -5.905 -2.049
H 2.414 -3.775 -2.836
H 2.563 -4.346 -4.432
H 3.691 -4.881 -3.262
H -2.647 -3.972 -1.124
H -2.653 -5.128 -2.442
H -4.868 -4.578 -3.075
H -4.961 -3.043 -2.508
H -5.598 -5.710 -1.003
H -6.470 -4.244 -1.124
H -5.793 -4.321 1.004
H -4.765 -3.124 0.166
H -3.983 -4.555 0.682
H -3.515 -3.775 -5.356
H -2.940 -5.285 -4.851
H -0.583 -4.010 -6.095
H -1.896 -3.193 -6.876
H -2.764 -5.462 -7.633
H -1.597 -6.368 -6.614
H 0.281 -5.285 -7.848
H -0.749 -4.586 -8.934
H -0.763 -6.433 -8.782
P -0.055 4.453 -1.233
F -0.380 4.737 0.370
F -1.637 4.009 -1.269
F -0.270 6.129 -1.447
F 0.221 4.194 -2.822
F 1.553 4.687 -1.030
F 0.199 2.787 -1.022
P 1.653 -0.112 -5.895
F 2.220 -1.566 -5.301
F 2.604 0.612 -4.786
F 2.869 -0.109 -6.951
F 1.122 1.391 -6.498
F 0.816 -1.029 -6.941
F 0.460 -0.237 -4.820
P -0.911 5.797 5.377
F -0.301 4.742 4.268
F 0.078 6.926 4.873
F -2.048 6.164 4.268
F -1.643 7.012 6.197
F -2.029 4.656 5.931
F 0.161 5.326 6.570
P 1.953 -0.281 6.474
F 2.978 0.044 7.686
F 2.155 1.264 6.008
F 3.298 -0.704 5.586
F 0.797 -0.466 5.238
F 1.569 -1.783 6.926
F 0.704 0.170 7.478
P 7.200 2.253 1.633
F 7.658 2.727 0.145
F 5.925 3.183 1.435
F 6.345 1.024 1.078
F 6.878 1.879 3.191
F 8.503 1.311 2.010
F 7.947 3.522 2.325

---

Record 4
14
Properties=species:S:1:pos:R:3 method="wB97M-V/def2-TZVPD" lumo_ev=0.845 smiles="CCNC(N)=O" homo_ev=-9.52
C 1.047 -0.721 -1.201
C 0.435 -0.932 0.201
N 0.335 0.266 0.998
C -0.687 1.174 0.927
N -1.760 0.833 0.136
O -0.664 2.221 1.550
H 0.326 -0.376 -1.939
H 1.562 -1.630 -1.497
H 1.835 0.030 -1.124
H -0.511 -1.461 0.155
H 1.112 -1.625 0.690
H 1.051 0.457 1.674
H -2.424 1.583 0.060
H -1.658 0.182 -0.628

---

Across the entries above, ΔE to the lowest compared entry with this formula, charge and spin takes the values 3.473 2.141 0.902 0.108 eV, respectively.